Entry i
The following is a quantum chemistry calculation of an isolated molecule of C3H7NO, from OMol25.

Positions of all 12 atoms, in Å:
1 N -0.55970 -1.80829 0.51747
2 C -0.34836 -0.35227 0.67626
3 C 0.53141 0.14499 -0.52038
4 C 0.80941 1.59343 -0.46881
5 O -0.03690 2.40019 -0.11085
6 H -1.48594 -2.06343 0.92019
7 H -0.75536 -1.82376 -0.48804
8 H -1.19078 0.34404 0.56324
9 H 0.02073 0.07336 1.61023
10 H -0.13082 0.00898 -1.39383
11 H 1.35382 -0.55863 -0.74653
12 H 1.79250 2.04139 -0.55894

SMILES string ... NCCC=O
Net charge ... 0
Frontier orbital gap ... 10.635 eV

Entry ii
The following is a quantum chemistry calculation of an isolated molecule of C3H7NO, from OMol25.

Positions of all 12 atoms, in Å:
1 C -1.43979 -0.89278 0.00451
2 C 0.01540 -0.30636 0.00695
3 C 0.23995 1.18825 -0.02548
4 N 0.92246 -1.18921 -0.03378
5 O 2.26040 -0.72770 0.00378
6 H -1.96769 -0.42728 0.86108
7 H -1.88670 -0.72817 -0.95906
8 H -1.34614 -1.98148 0.16622
9 H 0.93549 1.39477 -0.85647
10 H 0.68223 1.68712 0.93451
11 H -0.67750 1.74168 -0.21550
12 H 2.26188 0.24118 0.11324

SMILES string ... CC(C)=NO
Net charge ... 0
Frontier orbital gap ... 10.559 eV

Entry iii
The following is a quantum chemistry calculation of an isolated molecule of C3H7NO, from OMol25.

Positions of all 12 atoms, in Å:
1 C 1.22728 -0.73099 -0.08726
2 C 0.08720 0.30021 -0.05780
3 N -0.87994 -0.10025 -1.11060
4 C -0.65420 0.31173 1.29383
5 O -1.83993 0.48667 1.47498
6 H 0.65291 -1.55395 0.16531
7 H 1.94467 -0.47190 0.68354
8 H 1.67988 -0.75640 -1.15742
9 H 0.22143 1.34498 -0.37272
10 H -1.90634 0.34357 -0.89348
11 H -0.66732 0.40487 -1.97761
12 H 0.13436 0.42146 2.03924

SMILES string ... C[C@@H](N)C=O
Net charge ... 0
Frontier orbital gap ... 10.234 eV

Entry iv
The following is a quantum chemistry calculation of an isolated molecule of C3H7NO, from OMol25.

Positions of all 12 atoms, in Å:
1 C 0.70407 -1.25348 0.74799
2 N 0.79989 0.00724 0.78253
3 O 1.57690 0.67956 1.48217
4 C 0.21163 0.79058 -0.26618
5 C -1.13256 0.29961 -0.72232
6 H 1.20668 -1.90924 1.46238
7 H 0.06135 -1.71522 0.04750
8 H 0.84083 0.76031 -1.29096
9 H 0.20073 1.80797 0.04835
10 H -1.86326 0.92361 -0.11331
11 H -1.27571 0.31849 -1.81109
12 H -1.33056 -0.70943 -0.36705

SMILES string ... C=[N+]([O-])CC
Net charge ... 0
Frontier orbital gap ... 9.608 eV

Least stable of them? entry iv.

Entry i
The following is a quantum chemistry calculation of a structure of composition C3H7NO, from OMol25.

Positions of all 12 atoms, in Å:
1 C -0.06068 -1.01877 -0.07499
2 N -1.09163 -0.84889 0.79649
3 C 0.36862 1.64500 0.16778
4 C 0.97363 0.59456 -0.22827
5 O -0.52895 -1.27693 -1.35148
6 H 0.21372 -1.33397 -1.96049
7 H -0.84921 1.36504 0.57864
8 H -0.73948 -0.85339 1.74913
9 H -1.43508 0.31673 0.74262
10 H 0.53716 2.70311 0.12127
11 H 0.75084 -1.67564 0.25429
12 H 1.86106 0.38315 -0.79499

Net charge ... 0
Frontier orbital gap ... 9.899 eV

Entry ii
The following is a quantum chemistry calculation of a structure of composition C3H7NO, from OMol25.

Positions of all 12 atoms, in Å:
1 C -0.02412 -0.46965 -0.86585
2 C 0.28623 0.49146 0.05878
3 C -0.14545 0.35657 1.39539
4 H 1.26396 -2.11972 -1.54293
5 H -1.26780 -0.54992 -0.98190
6 H -0.13868 -0.19866 -1.88208
7 H 1.30608 0.70779 -0.41006
8 H 0.48652 0.67476 2.18643
9 H -0.78152 -0.47727 1.70020
10 H -0.48122 2.14754 0.79268
11 N -0.83075 1.25516 0.34985
12 O 0.32675 -1.81805 -0.80050

Net charge ... 0
Frontier orbital gap ... 10.028 eV

Least stable of them? entry ii.

Entry i
The following is a quantum chemistry calculation of a cluster of 2 separate species, C3H7NO in total, from OMol25.

Positions of all 12 atoms, in Å:
1 C 1.33235 -0.35674 0.35785
2 N 1.45495 0.93220 0.61666
3 C 1.94543 1.37079 2.01049
4 H 0.68031 -0.30640 -0.64041
5 H 1.46515 -1.08616 1.10141
6 H 1.39894 0.61267 2.66598
7 H 1.56858 2.38055 2.04937
8 H 3.03142 1.31823 1.91858
9 C -3.20859 -1.22508 -2.48530
10 O -3.05829 -0.81125 -3.61931
11 H -2.42471 -1.90745 -1.95927
12 H -4.18553 -0.92137 -2.01605

SMILES string ... C=NC.C=O
Net charge ... 0
Frontier orbital gap ... 10.298 eV

Entry ii
The following is a quantum chemistry calculation of an isolated molecule of C3H7NO, from OMol25.

Positions of all 12 atoms, in Å:
1 C 1.61528 -0.64702 -0.04454
2 N 0.38265 0.00414 -0.00688
3 C 0.22242 1.45712 0.02617
4 C -0.73154 -0.74369 0.08270
5 O -1.84205 -0.21100 -0.06222
6 H 1.61516 -1.01446 -1.05279
7 H 2.36092 0.11475 0.17391
8 H 1.68409 -1.48833 0.69399
9 H -0.73967 1.81913 -0.61104
10 H -0.04576 1.66867 1.07928
11 H 1.11433 1.97846 -0.29142
12 H -0.56821 -1.81767 0.16806

SMILES string ... CN(C)C=O
Net charge ... 0
Frontier orbital gap ... 9.892 eV

Least stable of them? entry i.

Entry i
The following is a quantum chemistry calculation of a cluster of 4 separate species, C4H12O3 in total, from OMol25.

Positions of all 19 atoms, in Å:
1 C -1.07674 0.92330 -1.19044
2 C 0.23303 1.12283 -1.30124
3 C 1.09228 1.72298 -0.29203
4 C 2.40933 1.81319 -0.40799
5 H -1.67877 1.36564 -0.41243
6 H -1.55572 0.35308 -1.97235
7 H 0.65805 1.03339 -2.30665
8 H 0.59786 2.01511 0.62396
9 H 2.97091 2.27490 0.39151
10 H 2.95443 1.39443 -1.21596
11 O -1.65487 0.61887 2.01811
12 H -2.59909 0.76462 2.06904
13 H -1.52774 -0.24893 1.68172
14 O -0.65083 -2.59083 1.50349
15 H -0.00319 -2.27549 2.16085
16 H -0.11611 -2.84347 0.74786
17 O 0.37524 -2.24457 -1.09453
18 H -0.47854 -2.53103 -1.44477
19 H 0.27693 -1.26804 -1.00340

SMILES string ... C=CC=C.O.O.O
Net charge ... 0
Frontier orbital gap ... 9.846 eV

Entry ii
The following is a quantum chemistry calculation of a cluster of 3 separate species, C4H12O3 in total, from OMol25.

Positions of all 19 atoms, in Å:
1 C 0.39789 -2.40378 -0.94539
2 C -0.46274 -1.85592 0.22479
3 C -0.36448 -0.63365 0.67327
4 C -1.27730 -0.27922 1.76165
5 O 0.24373 0.30407 -0.12945
6 H 0.24832 -1.93194 -1.87995
7 H -0.04108 -3.39264 -1.17000
8 H 1.37682 -2.43908 -0.61306
9 H -1.27680 -2.43176 0.71996
10 H -2.32758 -0.47605 1.51820
11 H -1.28923 0.75865 2.23296
12 H -1.13691 -1.17280 2.51007
13 H 0.69591 1.01961 0.43471
14 O 1.80633 2.12834 0.66268
15 H 1.89943 2.75987 -0.02818
16 H 2.44895 1.35238 0.62415
17 O -0.63435 1.84885 -1.94444
18 H -0.87741 1.06872 -2.34167
19 H -0.80627 1.67042 -1.00352

SMILES string ... C/C=C(/C)O.O.O
Net charge ... 0
Frontier orbital gap ... 8.821 eV

Least stable of them? entry ii.

Entry i
The following is a quantum chemistry calculation of a cluster of 3 separate species, C4H12O3 in total, from OMol25.

Positions of all 19 atoms, in Å:
1 C -0.90594 1.64546 -1.76838
2 C -0.78524 1.20353 -0.32978
3 C 0.25858 0.69336 0.31253
4 C 0.48464 0.82455 1.83527
5 O -0.46611 0.10206 2.62775
6 H -0.56911 2.65729 -1.89198
7 H -0.49142 1.03786 -2.60304
8 H -1.98002 1.70626 -2.01080
9 H -1.66385 1.63658 0.14586
10 H 1.16198 0.33767 -0.16098
11 H 0.17125 1.88875 2.00347
12 H 1.45046 0.48279 2.08918
13 H -1.23105 -0.11972 2.09053
14 O 2.04931 -2.71843 -0.06756
15 H 1.48388 -2.05138 0.39706
16 H 2.41254 -2.69738 0.84856
17 O -0.54781 -2.57923 -1.33428
18 H -0.93194 -2.12987 -0.57171
19 H 0.09984 -1.92015 -1.61169

SMILES string ... C/C=C/CO.O.O
Net charge ... 0
Frontier orbital gap ... 10.480 eV

Entry ii
The following is a quantum chemistry calculation of a cluster of 2 separate species, C4H12O3 in total, from OMol25.

Positions of all 19 atoms, in Å:
1 O -0.20022 1.61230 -2.41948
2 C 0.20292 0.73895 -1.31692
3 C -0.81815 0.78681 -0.16378
4 C -0.62006 -0.28806 0.99096
5 C 0.40787 0.06129 2.05071
6 O 0.21707 1.50976 2.35050
7 H -0.84256 2.12832 -2.00772
8 H 1.20870 0.98217 -0.93635
9 H 0.09040 -0.25565 -1.81395
10 H -0.96870 1.70760 0.27259
11 H -1.77973 0.61590 -0.75027
12 H -1.57822 -0.56407 1.48974
13 H -0.33080 -1.21996 0.55444
14 H 0.21303 -0.57729 2.91837
15 H 1.50420 0.04267 1.90915
16 H 0.24677 1.89335 3.25415
17 O 0.58707 -3.73583 -1.38633
18 H 1.30244 -3.74254 -2.05775
19 H 1.06772 -3.89437 -0.55569

SMILES string ... OCCCCO.O
Net charge ... 0
Frontier orbital gap ... 10.800 eV

Entry iii
The following is a quantum chemistry calculation of a cluster of 2 separate species, C4H12O3 in total, from OMol25.

Positions of all 19 atoms, in Å:
1 C -0.21030 1.33910 1.22624
2 C 0.78237 0.47496 0.43549
3 O 0.87183 -0.79769 1.06634
4 C 0.33326 0.38094 -1.02228
5 C 1.26032 -0.47690 -1.84663
6 O 0.80964 -0.57531 -3.18040
7 H -0.63099 2.13222 0.60176
8 H -0.94647 0.61791 1.59337
9 H 0.29375 1.70093 2.11389
10 H 1.79482 0.87745 0.54666
11 H 0.18112 -1.37836 0.72351
12 H 0.23143 1.41004 -1.36074
13 H -0.66557 -0.07020 -1.00464
14 H 1.31238 -1.48010 -1.40385
15 H 2.29642 -0.12428 -1.78320
16 H 0.85542 -1.47721 -3.50716
17 O -2.53506 -0.91681 2.05072
18 H -2.78188 -0.10560 2.50767
19 H -3.25250 -1.53108 2.24323

SMILES string ... C[C@@H](O)CCO.O
Net charge ... 0
Frontier orbital gap ... 10.577 eV

Entry iv
The following is a quantum chemistry calculation of a cluster of 3 separate species, C4H12O3 in total, from OMol25.

Positions of all 19 atoms, in Å:
1 C -1.61963 -1.41413 1.29308
2 C -1.42294 0.02154 1.35874
3 C -0.33975 0.69318 0.84376
4 C -0.23929 2.25402 0.58929
5 O 0.95009 0.17852 0.80825
6 H -2.66713 -1.88737 0.97114
7 H -0.90033 -1.81036 0.61678
8 H -1.52601 -1.96717 2.26894
9 H -2.37136 0.57587 1.56899
10 H 0.47053 2.41366 -0.25077
11 H -1.32635 2.47137 0.50546
12 H 0.19266 2.79208 1.39464
13 H 1.52846 0.54383 -0.04088
14 O 0.74500 -1.60945 -2.06181
15 H 0.29986 -1.36824 -1.21300
16 H -0.07387 -1.38094 -2.59434
17 O 2.65881 0.22640 -1.92378
18 H 2.13873 -0.48206 -2.30256
19 H 3.50253 -0.25077 -1.83193

SMILES string ... C/C=C(/C)O.O.O
Net charge ... 0
Frontier orbital gap ... 8.995 eV

Least stable of them? entry i.

Entry i
The following is a quantum chemistry calculation of a cluster of 3 separate species, C4H12O3 in total, from OMol25.

Positions of all 19 atoms, in Å:
1 C -2.00956 0.90590 0.86262
2 C -1.59689 -0.41361 0.29743
3 C -0.77534 -0.53496 -0.75067
4 C -0.55363 -1.78877 -1.54510
5 O -0.17150 0.56158 -1.33262
6 H -1.12665 1.50662 1.11409
7 H -2.62566 1.46848 0.17535
8 H -2.56861 0.82414 1.78632
9 H -1.86830 -1.36918 0.72682
10 H 0.37857 -1.72398 -2.08830
11 H -0.57111 -2.67804 -0.92282
12 H -1.36762 -1.93342 -2.25577
13 H 0.35269 1.01404 -0.64632
14 O 1.57121 1.87945 0.43337
15 H 0.84001 2.25152 0.95125
16 H 1.88891 1.12530 0.95022
17 O 3.38570 -0.65962 0.98982
18 H 3.17788 -0.67791 0.04986
19 H 3.63991 0.24248 1.20444

SMILES string ... C/C=C(/C)O.O.O
Net charge ... 0
Frontier orbital gap ... 8.926 eV

Entry ii
The following is a quantum chemistry calculation of a cluster of 2 separate species, C4H12O3 in total, from OMol25.

Positions of all 19 atoms, in Å:
1 O -2.08085 -0.24486 0.61128
2 C -0.97341 0.45035 -0.01688
3 C 0.37504 -0.25236 0.21500
4 C 1.51455 0.66666 -0.18053
5 C 3.00284 0.23910 0.22926
6 O 3.27217 -1.01581 -0.36081
7 H -2.40978 -1.00650 0.13208
8 H -1.24525 0.55053 -1.08227
9 H -1.10399 1.44687 0.38413
10 H 0.35174 -0.62522 1.24913
11 H 0.28247 -1.09274 -0.49830
12 H 1.38235 1.72745 0.11919
13 H 1.59704 0.69429 -1.34472
14 H 3.14420 0.13544 1.32938
15 H 3.79156 0.94055 -0.13435
16 H 3.95870 -1.55658 0.10896
17 O -5.31713 -0.26678 -0.26087
18 H -4.87301 -0.82682 0.41233
19 H -4.66923 0.03643 -0.91202

SMILES string ... OCCCCO.O
Net charge ... 0
Frontier orbital gap ... 10.945 eV

Least stable of them? entry ii.

Entry i
The following is a quantum chemistry calculation of a cluster of 2 separate species, C4H12O3 in total, from OMol25.

Positions of all 19 atoms, in Å:
1 O 0.12369 -1.72783 -1.01007
2 C 1.17414 -1.11524 -0.32767
3 C 0.78391 -0.62824 1.13670
4 C 0.55440 0.99219 1.20968
5 C -0.89941 1.34648 0.87397
6 O -0.96627 2.08479 -0.24752
7 H -0.30617 -2.24410 -0.30403
8 H 2.17371 -1.73759 -0.35995
9 H 1.39204 -0.14201 -0.91269
10 H -0.18816 -1.14017 1.40290
11 H 1.46494 -1.05720 1.89235
12 H 1.30691 1.69963 0.75469
13 H 0.98772 1.19887 2.24685
14 H -1.36110 1.86051 1.67925
15 H -1.43458 0.40573 0.95849
16 H -0.74640 1.51732 -1.06112
17 O -1.48703 -0.17555 -2.86448
18 H -1.89178 -0.52490 -2.18274
19 H -0.68055 -0.61269 -2.88461

SMILES string ... OCCCCO.O
Net charge ... 0
Frontier orbital gap ... 10.908 eV

Entry ii
The following is a quantum chemistry calculation of a cluster of 4 separate species, C4H12O3 in total, from OMol25.

Positions of all 19 atoms, in Å:
1 C 2.29160 2.24531 -0.87872
2 C 1.65248 1.35316 -1.67451
3 C 1.29519 0.01125 -1.18505
4 C 0.48845 -0.81067 -1.85252
5 H 2.64228 1.83031 0.05271
6 H 2.29450 3.22325 -1.33128
7 H 1.56087 1.62269 -2.72329
8 H 1.83820 -0.17202 -0.26246
9 H 0.01791 -1.66705 -1.38186
10 H 0.22088 -0.69465 -2.89487
11 O -0.26683 -4.58864 -0.79228
12 H -0.94479 -5.05094 -0.30846
13 H 0.15122 -5.30560 -1.25365
14 O -1.90732 0.56221 0.58418
15 H -1.66653 -0.34422 0.81654
16 H -2.81270 0.72934 0.82407
17 O -2.06577 2.08893 4.22892
18 H -1.24063 1.84394 4.65723
19 H -2.51039 2.69120 4.84226

SMILES string ... C=CC=C.O.O.O
Net charge ... 0
Frontier orbital gap ... 9.133 eV

Least stable of them? entry i.

Entry i
The following is a quantum chemistry calculation of an isolated molecule of C3H3NO, from OMol25.

Positions of all 8 atoms, in Å:
1 C -0.00661 0.82428 -0.54758
2 C 0.54031 -0.40126 0.12774
3 O 1.67537 -0.79675 0.04507
4 C -0.44649 -1.16131 0.94136
5 N -1.22559 -1.73785 1.57305
6 H 0.82169 1.42821 -0.92193
7 H -0.64189 0.51623 -1.38661
8 H -0.62954 1.40399 0.14037

SMILES string ... CC(=O)C#N
Net charge ... 0
Frontier orbital gap ... 10.972 eV

Entry ii
The following is a quantum chemistry calculation of an isolated molecule of C3H3NO, from OMol25.

Positions of all 8 atoms, in Å:
1 C -0.99057 -0.22977 0.09090
2 C 0.55457 -0.36673 0.05297
3 O 1.17677 -1.36141 0.29107
4 C 1.29722 0.89569 -0.27016
5 N 2.11081 1.76978 -0.32396
6 H -1.42241 -1.24698 -0.31610
7 H -1.38886 -0.07185 1.22903
8 H -1.33752 0.61125 -0.75375

SMILES string ... CC(=O)C#N
Net charge ... 0
Frontier orbital gap ... 10.759 eV

Entry iii
The following is a quantum chemistry calculation of an isolated molecule of C3H3NO, from OMol25.

Positions of all 8 atoms, in Å:
1 C -0.62748 0.60129 -0.69602
2 C -0.67024 -0.61751 -0.16492
3 N 0.52871 -1.12085 0.41069
4 C 1.30538 -0.25898 0.81145
5 O 2.03938 0.53157 1.25720
6 H -1.51298 1.21485 -0.82289
7 H 0.40773 0.97165 -0.80310
8 H -1.53248 -1.27705 -0.10819

SMILES string ... C=CN=C=O
Net charge ... 0
Frontier orbital gap ... 10.430 eV

Least stable of them? entry ii.